# 1
{"formula": "C5H14NP", "method": "ωB97M-V/def2-TZVPD", "total_energy_ev": -16184.404, "homo_energy_ha": [-0.2978, -0.2917], "homo_lumo_gap_ev": [7.7, 7.6], "spin_multiplicity": 1, "lumo_ev": [-0.41, -0.37], "elements": ["C", "C", "C", "C", "C", "N", "P", "H", "H", "H", "H", "H", "H", "H", "H", "H", "H", "H", "H", "H", "H"], "xyz": [[-2.636665, 0.229490, 1.558326], [0.447926, 1.533017, -1.381211], [0.367312, 1.320177, 1.038663], [0.824164, -1.571389, 1.043628], [0.205984, -1.265156, -1.962168], [0.715933, 0.671074, -0.187062], [-0.228157, -0.833385, -0.251918], [-2.267581, -0.312967, 2.418587], [-3.250106, -0.471673, 0.974757], [0.981628, 1.006323, -2.184947], [-0.633551, 1.557637, -1.383328], [0.910732, 2.541055, -1.034082], [0.997318, 1.035391, 1.844355], [0.523193, 2.355905, 1.063599], [-0.650515, 1.427246, 1.371597], [1.908039, -1.360378, 1.046433], [0.518408, -1.013537, 2.010360], [0.562640, -2.611695, 1.218293], [1.343237, -1.155713, -2.345437], [-0.041828, -2.380661, -2.236673], [-0.598107, -0.700766, -2.621779]], "forces_ev_per_angstrom": [[-0.2, 0.6, -0.9], [1.5, 0.4, 2.7], [0.3, 0.9, 0.8], [-0.2, 0.3, 1.9], [0.4, -2.1, -2.9], [-0.9, -0.5, -0.6], [0.8, 1.5, 0.7], [0.3, -0.6, 0.4], [0.0, -0.2, 0.1], [-0.6, 1.0, -0.2], [-0.4, 0.7, -1.2], [-0.9, -1.5, -1.4], [0.4, -0.8, 0.8], [1.1, 1.9, -0.9], [-1.1, -1.3, -0.1], [-0.4, -0.4, -0.7], [0.0, -1.0, -1.5], [0.3, -0.2, 0.0], [-2.7, 0.2, 1.0], [0.3, 1.9, 0.9], [2.0, -0.8, 1.2]]}

# 2
{"formula": "C4H7ClS", "method": "ωB97M-V/def2-TZVPD", "smiles": "C=C(CCl)SC", "total_energy_ev": -27618.298, "homo_energy_ha": -0.3037, "homo_lumo_gap_ev": 9.1, "spin_multiplicity": 1, "lumo_ev": 0.83, "elements": ["C", "C", "C", "Cl", "S", "C", "H", "H", "H", "H", "H", "H", "H"], "xyz": [[-0.491917, 2.202175, -0.141057], [-0.325400, 0.899730, 0.152846], [0.957503, 0.414227, 0.811878], [2.031125, -0.465136, -0.345574], [-1.633978, -0.140121, -0.230795], [-1.155944, -1.798984, 0.227297], [0.211824, 2.968193, 0.034203], [-1.478304, 2.463418, -0.473858], [0.662556, -0.367006, 1.555588], [1.564913, 1.206604, 1.265829], [-0.252332, -2.112917, -0.285284], [-1.968656, -2.331525, -0.109617], [-1.030934, -1.980410, 1.274847]], "forces_ev_per_angstrom": [[-0.8, -1.6, 0.4], [1.8, 1.7, 0.3], [-0.9, -1.0, 0.2], [0.0, 0.1, 0.0], [-0.8, -0.5, -0.1], [1.9, 1.1, 0.2], [0.8, 0.5, 0.2], [-0.2, 0.5, -0.4], [0.5, 0.8, -0.3], [-0.4, -0.2, -0.2], [0.0, -0.1, -0.2], [-1.7, -1.6, -0.8], [-0.1, 0.1, 0.7]]}